A gas-phase ion, C9H11N2O (charge +1) at a distorted geometry, computed with ωB97M-V/def2-TZVPD.

Geometry as ORCA input:
```
! wB97M-V def2-TZVPD RIJCOSX def2/J DEFGRID3
* xyz 1 1
C -0.06 0.96 -2.74
C 0.88 -0.07 -2.90
C -0.69 1.17 -1.59
C 1.24 -0.76 -1.79
C -0.36 0.36 -0.42
C 0.81 -1.24 0.65
C 1.75 -2.15 0.88
C -0.11 -0.62 1.66
C -1.97 1.08 1.26
N 0.67 -0.44 -0.57
N -0.87 0.27 0.77
O 0.60 0.01 2.66
H -0.37 1.44 -3.65
H 1.13 -0.11 -4.00
H -1.39 2.04 -1.34
H 1.94 -1.66 -1.64
H 2.50 -2.64 0.18
H 1.94 -2.40 1.91
H -0.80 -1.33 1.98
H -1.58 1.72 2.05
H -2.33 1.57 0.33
H -2.75 0.42 1.77
H 0.03 0.15 3.39
*
```

Values from the calculation:
HOMO energy   -12.866 eV
Lowest unoccupied orbital energy   -4.10 eV
Frontier orbital gap   8.766 eV
Structure (SMILES)   C=C1[C@@H](O)[N+](C)=C2C=CC=CN12
Maximum force   0.08998 hartree/bohr


2 unconnected molecules or ions with the total composition C9H11N2O at a distorted geometry, computed with ωB97M-V/def2-TZVPD.

Geometry as ORCA input:
```
! wB97M-V def2-TZVPD RIJCOSX def2/J DEFGRID3
* xyz 1 1
C -4.04 -1.43 1.51
C 3.68 -0.65 0.41
C 2.77 0.04 1.32
C 3.19 -1.04 -0.88
C 1.49 0.41 0.96
C 1.88 -0.71 -1.31
C 1.02 -0.04 -0.33
C -1.26 1.23 -0.02
C -0.33 0.21 -0.76
N -3.36 -0.71 0.92
N -2.61 1.00 -0.75
O -0.85 -0.39 -1.68
H -4.71 -2.10 1.97
H 4.68 -0.97 0.81
H 3.21 0.34 2.15
H 3.93 -1.35 -1.48
H 0.85 0.99 1.62
H 1.48 -0.99 -2.25
H -1.01 2.25 -0.29
H -1.34 1.18 0.99
H -2.52 0.40 -1.66
H -2.90 1.95 -1.06
H -3.24 0.41 -0.17
*
```

Values from the calculation:
HOMO energy   -12.480 eV
Lowest unoccupied orbital energy   -3.50 eV
Frontier orbital gap   8.978 eV
Maximum force   0.10526 hartree/bohr


A gas-phase ion, C9H11N2O2 (charge -1) at a distorted geometry, computed with ωB97M-V/def2-TZVPD.

Geometry as ORCA input:
```
! wB97M-V def2-TZVPD RIJCOSX def2/J DEFGRID3
* xyz -1 1
C -1.24 -2.01 -0.62
C -2.09 1.20 0.13
C 0.80 -0.57 1.83
C -1.13 -1.24 0.57
C 0.47 0.61 0.99
C -0.74 0.29 0.20
C 0.53 0.54 -0.54
C 1.42 -0.55 -1.12
C 0.41 1.80 -1.37
N -1.17 -2.68 -1.53
N -0.04 -1.67 1.45
O -3.12 0.49 -0.03
O -2.00 2.42 0.23
H 1.96 -0.73 1.70
H 0.70 -0.15 2.92
H -2.05 -1.08 1.03
H 0.60 1.54 1.38
H 2.52 -0.11 -1.23
H 0.99 -0.72 -2.04
H 1.33 -1.40 -0.59
H 0.00 1.68 -2.40
H 1.48 2.33 -1.48
H -0.08 2.54 -0.75
H 0.44 -2.52 1.25
*
```

Values from the calculation:
HOMO energy   -4.624 eV
Lowest unoccupied orbital energy   3.47 eV
Frontier orbital gap   8.094 eV
Structure (SMILES)   CC1(C)[C@@H]2CN[C@H](C#N)[C@@]21C(=O)[O-]
Maximum force   0.09410 hartree/bohr


A gas-phase ion, C9H11N2O3 (charge -1) at a distorted geometry, computed with ωB97M-V/def2-TZVPD.

Geometry as ORCA input:
```
! wB97M-V def2-TZVPD RIJCOSX def2/J DEFGRID3
* xyz -1 3
C 1.27 -0.48 -3.71
C 0.14 -0.94 -3.03
C 2.01 0.55 -3.11
C -0.23 -0.29 -1.84
C 1.80 0.98 -1.81
C 0.68 0.50 -1.09
C -1.21 0.99 3.44
C 0.05 0.73 2.55
C -0.27 0.23 1.15
N -0.24 -1.39 1.18
N -1.39 -1.88 1.04
O -2.38 -1.28 0.53
O -1.54 -3.11 1.34
O 0.67 0.73 0.21
H 1.63 -1.00 -4.66
H -0.53 -1.65 -3.40
H 2.95 1.05 -3.55
H -1.05 -0.77 -1.33
H 2.47 1.66 -1.20
H -1.70 0.13 3.72
H -1.01 1.69 4.31
H -2.11 1.55 2.85
H 0.63 1.59 2.43
H 0.60 -0.08 3.08
H -1.23 0.50 0.91
*
```

Values from the calculation:
HOMO energy (spin up / spin down)   -1.071 / -4.689 eV
Lowest unoccupied orbital energy (spin up / spin down)   3.54 / 0.60 eV
Frontier orbital gap (spin up / spin down)   4.607 / 5.293 eV
Maximum force   0.08812 hartree/bohr


A single C9H11N3 molecule at a distorted geometry, computed with ωB97M-V/def2-TZVPD.

Geometry as ORCA input:
```
! wB97M-V def2-TZVPD RIJCOSX def2/J DEFGRID3
* xyz 0 1
C 0.44 1.07 1.63
C 0.84 1.57 0.22
C 1.26 0.33 -0.57
C 0.69 -0.51 1.52
C -0.57 -1.27 1.07
C -0.93 -0.77 -0.27
C -2.22 -0.98 -0.87
C -0.38 0.12 -2.44
C 0.01 -0.28 -1.15
H 1.08 1.66 2.32
H -0.70 1.20 1.80
H 1.69 2.34 0.39
H 0.03 2.05 -0.24
H 1.99 0.50 -1.32
H 2.61 -0.25 0.82
H 1.07 -1.03 2.39
H -1.34 -1.03 1.91
H -0.41 -2.40 1.05
H -3.15 -1.34 -0.44
H 0.33 0.49 -3.12
N 1.73 -0.66 0.43
N -2.49 -0.63 -2.14
N -1.57 -0.15 -2.98
*
```

Values from the calculation:
HOMO energy   -9.056 eV
Lowest unoccupied orbital energy   0.49 eV
Frontier orbital gap   9.543 eV
Structure (SMILES)   c1nncc2c1C[C@@H]1CC[C@H]2N1
Maximum force   0.06835 hartree/bohr


A single C9H11N3 molecule at a distorted geometry, computed with ωB97M-V/def2-TZVPD.

Geometry as ORCA input:
```
! wB97M-V def2-TZVPD RIJCOSX def2/J DEFGRID3
* xyz 0 1
C -2.85 -1.22 -0.15
C -2.91 1.13 -0.20
C 1.06 1.44 -0.08
C 1.43 -0.96 0.56
C 1.43 -0.36 -1.84
C -0.19 1.18 0.81
C -0.16 -1.17 0.63
C 1.81 0.16 -0.55
C -2.18 0.03 0.15
N -3.39 -2.23 -0.27
N -3.57 2.05 -0.30
N -0.85 0.03 0.35
H 0.75 1.97 -0.91
H 1.83 2.02 0.39
H 1.81 -0.64 1.56
H 1.91 -2.01 0.62
H 0.68 0.05 -2.54
H 1.84 -1.31 -2.26
H 0.24 0.93 1.77
H -0.72 2.18 0.83
H -0.55 -2.08 0.06
H -0.33 -1.53 1.64
H 2.91 0.35 -0.25
*
```

Values from the calculation:
HOMO energy (spin up / spin down)   -7.844 / -8.452 eV
Lowest unoccupied orbital energy (spin up / spin down)   -0.29 / -1.08 eV
Frontier orbital gap (spin up / spin down)   7.558 / 7.369 eV
Maximum force   0.07311 hartree/bohr


Short version: energy above the lowest of the compared OMol25 structures with the same formula, charge and spin = 104.00; 157.82; 152.91; 333.62; 242.62; 548.24 kJ/mol, in the order given.